No. 1
# C3H10NO2

A 2-piece molecular cluster, C3H10NO2 overall at a distorted geometry (wB97M-V/def2-TZVPD, the OMol25 dataset).

XYZ file:
```
16
Properties=species:S:1:pos:R:3:forces:R:3:mulliken_charge:R:1
C 0.5276 -1.2887 -0.0160 -3.025 1.509 -2.243 -0.689
O -0.7283 -0.6152 -0.3969 2.026 -1.250 0.230 -0.907
C 1.4383 -0.1170 0.4938 2.751 -0.232 1.248 0.401
C 0.7536 0.6013 1.6960 2.436 -2.230 2.088 -1.385
N 1.8987 0.8524 -0.5738 -1.214 -0.611 -0.057 -0.767
H 0.2251 -2.0938 0.7107 1.028 0.728 0.068 0.279
H 0.9527 -1.8712 -0.9589 -0.116 1.142 1.621 0.199
H 2.4764 -0.4992 0.8405 -1.586 -0.009 0.003 0.167
H -0.0334 1.1365 1.4006 -3.519 1.662 -1.737 0.453
H 1.2499 1.3887 2.3686 0.535 -1.459 -1.000 0.326
H 0.3458 -0.2274 2.3425 0.407 0.932 -0.297 0.295
H 1.6485 1.7948 -0.2803 0.038 -0.159 0.114 0.229
H 1.2381 0.6807 -1.3324 -0.025 0.061 -0.118 0.346
H -2.6016 -0.2208 -0.8316 3.194 -1.835 1.002 0.453
H -2.8784 1.1726 -1.4056 -0.631 -2.050 0.794 0.279
O -3.3006 0.3151 -1.0880 -2.301 3.800 -1.715 -0.679
```
Forces are in eV/Å.

ΔE to the lowest compared entry with this formula, charge and spin = 155.3 kJ/mol
LUMO = 4.247 eV
total charge = -1
orbital gap = 7.08 eV
E = -8857.1841 eV
highest occupied orbital energy = -2.8319 eV

---

No. 2
# CH3NS2

A 2-piece molecular cluster, CH3NS2 overall at a distorted geometry (wB97M-V/def2-TZVPD, the OMol25 dataset).

XYZ file:
```
7
Properties=species:S:1:pos:R:3:forces:R:3:mulliken_charge:R:1
C 1.7369 0.6002 -0.2639 -0.687 0.721 -1.402 0.356
N 0.8783 1.4371 -0.1478 -0.185 0.151 1.442 -0.358
S -2.0432 -1.4197 -0.3328 -1.596 -0.497 -0.597 -0.227
S 2.7361 -0.3762 -0.9681 0.438 -0.461 0.541 -0.285
H 0.4331 1.8884 0.6552 0.424 -0.410 -0.573 0.292
H -2.7335 -1.1256 0.7758 -0.336 -0.111 -0.109 0.140
H -1.0077 -1.0041 0.2816 1.941 0.607 0.697 0.081
```
Forces are in eV/Å.

ΔE to the lowest compared entry with this formula, charge and spin = 69.3 kJ/mol
LUMO = 0.345 eV
total charge = 0
orbital gap = 10.02 eV
E = -24245.3967 eV
highest occupied orbital energy = -9.6744 eV
structure (SMILES) = N=C=S.S

---

No. 3
# C6H13N2O2

A 2-piece molecular cluster, C6H13N2O2 overall at a distorted geometry (wB97M-V/def2-TZVPD, the OMol25 dataset).

XYZ file:
```
23
Properties=species:S:1:pos:R:3:forces:R:3:mulliken_charge:R:1
C -0.7790 2.4839 -0.5108 0.444 0.112 -0.246 -1.053
C -0.6917 1.2965 -1.1680 0.342 2.439 3.013 0.916
C -1.2191 1.1423 -2.4617 0.758 -2.315 -4.897 -1.103
C 1.5230 -1.7808 0.6651 -0.710 -2.906 -0.059 -0.870
C -0.8099 -2.0123 1.4774 0.180 -0.696 0.370 -0.687
C 0.0456 0.1665 0.6746 4.123 0.373 -0.703 -0.623
N 2.0125 1.6226 0.4906 1.069 -1.890 -2.215 0.245
N 0.4295 -1.0977 1.3609 -1.905 -1.038 -1.210 -0.032
O 2.6767 1.2666 -0.3973 -2.452 0.946 2.630 -0.101
O -0.1363 0.1063 -0.6797 -0.580 -0.069 2.046 -0.208
H -0.3569 2.8560 0.4365 -0.174 -0.995 -0.309 0.296
H -1.2498 3.3452 -1.0285 0.259 -1.006 0.019 0.287
H -0.6913 0.1796 -2.9419 -1.431 1.931 0.889 0.271
H -2.3047 1.0191 -2.5189 0.199 -0.090 0.068 0.274
H -0.9069 1.9598 -3.1551 -0.450 -0.462 0.684 0.368
H 2.2995 -1.1205 0.7043 2.381 1.521 -0.172 0.411
H 1.8660 -2.7960 1.1542 -1.134 2.052 -0.974 0.319
H 1.1591 -1.8657 -0.3698 0.512 -0.486 0.359 0.386
H -0.4014 -3.0874 1.6362 -0.966 1.801 -0.463 0.341
H -1.2221 -1.6496 2.4814 -0.443 -0.733 -1.869 0.353
H -1.4337 -1.8920 0.4927 0.999 -0.313 2.293 0.252
H -0.4574 0.7948 1.3253 -1.542 1.104 0.607 0.560
H 0.6483 -0.9373 2.3323 0.521 0.719 0.139 0.396
```
Forces are in eV/Å.

ΔE to the lowest compared entry with this formula, charge and spin = 760.0 kJ/mol
LUMO (spin up / spin down) = -4.311 / -4.391 eV
total charge = +1
orbital gap (spin up / spin down) = 7.19 / 7.11 eV
E = -13494.5702 eV
highest occupied orbital energy (spin up / spin down) = -11.5003 / -11.5011 eV

---

No. 4
# C5H12O2

A 2-piece molecular cluster, C5H12O2 overall at a distorted geometry (wB97M-V/def2-TZVPD, the OMol25 dataset).

XYZ file:
```
19
Properties=species:S:1:pos:R:3:forces:R:3:mulliken_charge:R:1
C 1.2275 -2.0168 -0.9191 -1.311 2.128 -1.599 -0.841
C 0.3665 -0.7834 -1.5878 1.014 -1.129 1.507 -0.707
C -2.3006 0.7481 0.9294 2.265 0.277 -0.805 -0.420
O -1.3327 0.6672 2.0444 -1.963 1.114 -0.206 -0.518
C -1.7076 0.2056 -0.3739 -2.049 -0.991 0.921 -0.406
C -0.4516 -0.0324 -0.5863 3.725 1.157 1.009 0.201
H 2.0037 -1.4104 -0.4325 0.013 -1.046 0.461 0.205
H 1.6492 -2.5229 -1.8403 -0.432 0.035 1.502 0.275
H 0.5335 -2.5948 -0.2661 1.054 0.121 -0.492 0.328
H -0.2402 -1.1984 -2.3269 -0.993 -0.525 -1.538 0.402
H 1.1868 -0.2007 -2.0070 -0.469 0.461 -0.228 0.275
H -3.1514 0.1424 1.1248 -0.858 -0.376 0.460 0.344
H -2.5976 1.7569 0.6221 -0.133 0.285 0.971 0.292
H -1.7897 1.0859 2.8254 0.779 -0.656 -1.219 0.283
H -2.5064 -0.1872 -0.9983 0.147 -0.029 -0.359 0.308
H 0.2348 0.4846 0.1492 -0.743 -0.801 -0.380 -0.025
H 3.5042 1.8200 -0.3701 -0.910 -2.959 2.159 0.333
H 2.6015 1.1644 0.8008 -0.537 0.435 0.355 0.327
O 3.3035 0.9495 0.1988 1.401 2.499 -2.519 -0.657
```
Forces are in eV/Å.

ΔE to the lowest compared entry with this formula, charge and spin = 252.3 kJ/mol
LUMO = 0.749 eV
total charge = 0
orbital gap = 9.88 eV
E = -9472.5213 eV
highest occupied orbital energy = -9.1301 eV
structure (SMILES) = CC/C=C/CO.O

---

No. 5
# C3H8N2O

An isolated ion of composition C3H8N2O and charge +1 at a distorted geometry (wB97M-V/def2-TZVPD, the OMol25 dataset).

XYZ file:
```
14
Properties=species:S:1:pos:R:3:forces:R:3:mulliken_charge:R:1
C -0.2769 0.9460 0.3490 -0.840 1.141 -3.051 -0.263
N 0.5964 -0.1198 0.8163 -1.744 2.600 -2.379 0.020
C 1.4716 -0.9055 0.0730 -0.442 -0.182 -2.833 0.513
N 1.4454 -0.7052 -1.3419 0.094 -0.093 3.006 -0.369
O 2.1537 -1.6398 0.7615 0.237 0.311 -0.790 -0.371
C -1.8159 0.4937 0.4077 -0.467 -0.118 -1.465 -0.847
H -0.1236 1.1290 -0.7956 0.444 -0.298 2.405 0.245
H -0.1495 1.9355 0.8394 0.359 -0.806 0.233 0.336
H 0.4117 -0.4256 1.7162 0.030 -0.952 2.554 0.316
H 2.1769 -1.1559 -1.8112 1.342 -0.876 -0.468 0.261
H 0.6736 -0.5718 -1.9823 -0.440 0.235 0.884 0.239
H -1.6898 -0.5387 0.6963 -1.146 -0.400 0.289 0.321
H -2.2354 0.5058 -0.6542 0.981 -0.228 1.174 0.282
H -2.6381 1.0525 0.9259 1.591 -0.335 0.439 0.316
```
Forces are in eV/Å.

ΔE to the lowest compared entry with this formula, charge and spin = 102.4 kJ/mol
spin multiplicity = 2
LUMO (spin up / spin down) = -3.321 / -9.101 eV
total charge = +1
orbital gap (spin up / spin down) = 12.70 / 6.54 eV
E = -8258.8592 eV
highest occupied orbital energy (spin up / spin down) = -16.0235 / -15.6359 eV

---

No. 6
# C21H18ClN3S2

One molecule with the formula C21H18ClN3S2 at a distorted geometry (wB97M-V/def2-TZVPD, the OMol25 dataset).

XYZ file:
```
45
Properties=species:S:1:pos:R:3:forces:R:3:mulliken_charge:R:1
C -3.9527 -2.1263 -1.1855 0.022 -0.004 0.015 -1.118
N -2.7274 -2.1637 -0.4209 0.137 -0.016 0.045 -0.084
C -2.3287 -0.8344 -0.0101 -0.274 0.109 -0.008 -1.391
C -0.9744 -0.7849 0.6343 0.258 0.060 0.129 1.412
C -0.1299 -1.8958 0.6017 -0.241 0.200 -0.016 0.083
N 1.0997 -1.8835 1.0969 0.102 -0.377 0.109 -0.552
C 1.5514 -0.7931 1.6688 0.327 0.219 0.259 0.209
C 0.8031 0.3839 1.7617 -0.515 -0.977 -0.524 0.411
C -0.4886 0.3986 1.2019 0.414 -0.369 0.049 0.595
C -1.2033 1.6674 1.1750 -0.607 0.388 0.029 0.053
C -0.6781 2.8686 0.7866 -0.134 -0.339 -0.056 -0.496
C -1.5899 3.9370 0.8986 -0.159 0.126 0.050 -0.821
C -2.7923 3.5462 1.3909 -0.076 -0.363 0.088 -0.500
S -2.8479 1.8600 1.7054 0.455 0.371 -0.123 -0.119
H -3.6603 4.1417 1.5927 -0.156 0.178 0.021 0.483
H -1.3538 4.9502 0.6295 0.007 0.187 -0.037 0.419
H 0.3224 2.9766 0.4087 0.188 -0.013 -0.035 0.556
C 1.3623 1.5234 2.3769 0.294 0.454 0.333 -0.388
N 1.8394 2.4320 2.8887 0.110 0.295 0.144 -0.594
S 3.2475 -0.8227 2.2105 0.130 -0.071 -0.009 -0.180
C 3.9718 -1.0361 0.5239 -0.240 -0.075 0.464 -1.109
C 3.2878 -0.0784 -0.3922 0.064 0.092 -0.278 0.301
C 3.4511 1.2929 -0.2198 0.013 -0.127 -0.139 -0.247
C 2.7036 2.1924 -0.9550 -0.031 0.037 -0.055 -0.726
C 1.7754 1.7169 -1.8687 0.081 -0.176 0.090 0.471
C 1.6164 0.3565 -2.0742 -0.077 0.144 -0.064 -0.842
C 2.3751 -0.5340 -1.3367 0.189 0.099 0.040 -0.078
H 2.2437 -1.5956 -1.4838 -0.020 -0.110 0.014 0.380
H 0.8991 -0.0004 -2.7966 -0.085 -0.004 -0.081 0.473
Cl 0.7901 2.8334 -2.7505 -0.091 0.132 -0.104 -0.215
H 2.8291 3.2540 -0.8092 -0.016 0.113 -0.006 0.408
H 4.1483 1.6567 0.5200 0.047 0.058 0.106 0.395
H 3.8258 -2.0722 0.2249 0.089 0.049 -0.079 0.370
H 5.0305 -0.8189 0.6523 0.037 -0.053 -0.039 0.509
C -0.5756 -3.1624 -0.0537 -0.185 -0.034 -0.267 -0.661
C -1.6514 -2.8628 -1.0909 0.098 -0.222 0.214 -0.623
H -1.2235 -2.2722 -1.9218 -0.044 -0.028 -0.031 0.250
H -2.0425 -3.7955 -1.5019 0.018 0.064 -0.041 0.483
H -0.9954 -3.8198 0.7117 0.009 -0.056 -0.041 0.261
H 0.2853 -3.6662 -0.4936 0.041 0.044 0.029 0.319
H -2.3181 -0.1261 -0.8653 -0.077 -0.026 0.085 0.374
H -3.0824 -0.4765 0.6978 0.052 -0.006 -0.198 0.459
H -4.2650 -3.1455 -1.4061 -0.070 -0.011 -0.039 0.365
H -3.8495 -1.5747 -2.1336 -0.004 0.021 -0.008 0.391
H -4.7281 -1.6467 -0.5895 -0.084 0.020 -0.036 0.317
```
Forces are in eV/Å.

ΔE to the lowest compared entry with this formula, charge and spin = 5.6 kJ/mol
LUMO = -0.113 eV
total charge = 0
orbital gap = 8.64 eV
E = -60732.5057 eV
highest occupied orbital energy = -8.7536 eV
structure (SMILES) = CN1CCc2nc(SCc3ccc(Cl)cc3)c(C#N)c(-c3cccs3)c2C1